Entry 1:
{"formula": "C17H22N4O5", "method": "ωB97M-V with the def2-TZVPD basis set", "elements": ["C", "C", "C", "O", "C", "O", "C", "N", "C", "O", "C", "C", "C", "C", "O", "C", "N", "C", "O", "C", "C", "N", "C", "C", "C", "N", "H", "H", "H", "H", "H", "H", "H", "H", "H", "H", "H", "H", "H", "H", "H", "H", "H", "H", "H", "H", "H", "H"], "positions_angstrom": [[4.684651, -4.333612, -3.041145], [3.789536, -5.036685, -2.672486], [2.700706, -5.899929, -2.225225], [2.080465, -5.395830, -1.028584], [1.198630, -4.403181, -1.208408], [0.876848, -3.965281, -2.280156], [0.637857, -3.936410, 0.114592], [-0.241291, -2.815367, -0.085539], [-0.049525, -1.643837, 0.574523], [0.695456, -1.529841, 1.529979], [-0.801397, -0.453595, -0.004154], [0.011886, 0.111464, -1.179376], [-0.665339, 1.292641, -1.861413], [0.122615, 1.784506, -3.056435], [1.389742, 2.230748, -2.619601], [2.184131, 2.695052, -3.683781], [-1.000217, 0.503092, 1.056553], [-2.110633, 1.259247, 1.146698], [-3.055806, 1.191561, 0.376102], [-2.156300, 2.151131, 2.356005], [-3.354364, 2.315239, 3.040209], [-3.432663, 3.038975, 4.148227], [-2.308924, 3.612278, 4.581240], [-2.391408, 4.451143, 5.819336], [-1.108464, 3.419962, 3.901471], [-1.023172, 2.677693, 2.805426], [5.477478, -3.704530, -3.366882], [1.951498, -5.999796, -3.009426], [3.079489, -6.881884, -1.952747], [0.134107, -4.785396, 0.584196], [1.446399, -3.633613, 0.779696], [-0.747894, -2.790519, -0.956846], [-1.790736, -0.756603, -0.355567], [0.995685, 0.411002, -0.810931], [0.174616, -0.690380, -1.907836], [-1.669312, 1.012496, -2.189763], [-0.784385, 2.116075, -1.154603], [0.247645, 0.976692, -3.793235], [-0.411553, 2.605292, -3.553541], [3.135483, 3.020087, -3.268192], [2.366896, 1.902569, -4.419602], [1.709607, 3.541037, -4.195468], [-0.258961, 0.621891, 1.731658], [-4.259056, 1.851474, 2.667932], [-1.411746, 4.821743, 6.116414], [-3.051977, 5.301948, 5.649984], [-2.814535, 3.868277, 6.637093], [-0.191766, 3.870972, 4.263611]], "atomic_forces_ev_per_a": [[0.004, -0.003, 0.014], [-0.010, 0.005, -0.021], [-0.001, 0.008, 0.004], [0.021, -0.028, 0.022], [-0.010, 0.045, 0.008], [-0.003, -0.006, -0.012], [-0.005, 0.000, -0.005], [-0.030, -0.010, -0.028], [0.015, 0.020, 0.032], [-0.003, -0.013, -0.002], [-0.013, 0.004, -0.031], [0.004, -0.004, 0.025], [-0.001, -0.014, 0.005], [-0.013, 0.005, 0.005], [0.005, -0.002, 0.002], [-0.001, 0.000, -0.003], [0.112, 0.198, -0.095], [-0.193, -0.145, 0.070], [0.003, -0.005, 0.007], [0.146, -0.218, 0.174], [-0.067, 0.191, -0.141], [0.017, -0.009, -0.016], [-0.016, 0.017, 0.024], [0.005, -0.003, -0.003], [-0.009, 0.005, -0.018], [-0.003, 0.001, 0.005], [-0.001, -0.001, -0.002], [0.005, -0.003, -0.004], [-0.002, -0.003, -0.001], [-0.008, 0.014, 0.021], [0.018, -0.012, -0.014], [0.014, -0.008, -0.008], [0.004, -0.009, 0.004], [0.001, -0.004, -0.005], [0.002, 0.003, -0.006], [-0.001, 0.006, -0.003], [0.000, 0.002, -0.002], [0.004, 0.000, -0.002], [0.000, -0.002, -0.003], [0.000, 0.000, 0.002], [0.000, 0.000, -0.001], [0.000, 0.000, -0.001], [0.006, -0.014, -0.006], [-0.003, 0.001, 0.003], [-0.001, 0.000, 0.002], [0.000, -0.001, -0.003], [0.002, -0.002, 0.001], [0.005, -0.006, 0.002]], "smiles": "C#CCOC(=O)CNC(=O)[C@H](CCCOC)NC(=O)c1cnc(C)cn1", "molar_mass_da": 362.39, "spin_multiplicity": 1, "total_charge": 0, "homo_lumo_gap_ev": 9.81, "largest_force_ev_per_a": 0.315}



Entry 2:
{"formula": "C4H4ClNO2", "method": "ωB97M-V with the def2-TZVPD basis set", "elements": ["C", "C", "C", "C", "H", "H", "H", "H", "N", "O", "O", "Cl"], "positions_angstrom": [[1.603114, -0.427213, -0.128458], [0.436823, -1.170199, 0.114351], [-0.670618, -0.244000, 0.059586], [-0.155493, 0.994408, 0.058173], [3.494019, 0.014978, 0.753813], [0.481044, -2.276138, 0.165794], [-0.451217, 2.896649, 0.101113], [1.857628, 1.696522, 0.082145], [1.245743, 0.924456, -0.089592], [2.874183, -0.751896, -0.077476], [-0.952410, 2.118795, -0.006316], [-2.162283, -0.862140, -0.025135]], "atomic_forces_ev_per_a": [[-2.813, 0.753, 2.049], [2.451, 0.065, -1.278], [3.672, -1.245, 0.616], [-0.242, 1.065, -0.447], [-2.821, -3.506, -3.532], [-0.527, 1.025, -0.047], [0.940, 1.461, 0.210], [0.272, 0.080, -0.099], [-1.896, -0.151, -0.318], [4.364, 2.617, 3.130], [0.055, -1.698, -0.236], [-3.454, -0.466, -0.048]], "molar_mass_da": 133.53, "spin_multiplicity": 1, "total_charge": 0, "homo_lumo_gap_ev": 7.16, "largest_force_ev_per_a": 5.974}



Entry 3:
{"formula": "C20H49BN3O5P2S", "method": "ωB97M-V with the def2-TZVPD basis set", "elements": ["C", "C", "P", "C", "C", "B", "O", "C", "S", "C", "C", "C", "N", "P", "O", "O", "O", "O", "H", "H", "H", "H", "H", "H", "H", "H", "H", "H", "H", "H", "H", "H", "H", "H", "H", "H", "H", "C", "C", "N", "C", "C", "C", "C", "H", "H", "H", "H", "H", "H", "H", "H", "H", "H", "H", "H", "H", "H", "H", "C", "C", "N", "C", "C", "C", "C", "H", "H", "H", "H", "H", "H", "H", "H", "H", "H", "H", "H", "H", "H", "H"], "positions_angstrom": [[-4.815462, 2.160000, -3.188401], [-5.679828, 2.242887, -1.792095], [-6.150809, 0.454784, -1.286222], [-7.208057, 0.502493, 0.303387], [-7.133236, 2.017624, 0.996635], [-4.629068, -0.696111, -1.137594], [-4.829785, -2.173654, -1.035280], [-3.565735, -2.647791, -0.382368], [-4.241368, -3.098292, 1.341523], [-2.462154, -1.391876, -0.373611], [-1.492574, -1.315159, -1.733642], [-1.918756, -2.409781, -2.889476], [-2.868044, -2.212841, -3.872358], [-1.100183, -1.435611, 1.015613], [-0.335051, -2.829159, 0.849725], [-1.805663, -1.248075, 2.634831], [0.062748, -0.129466, 0.866918], [-3.481163, -0.294597, -0.271922], [-5.045800, 1.144937, -3.759853], [-5.140374, 3.071251, -3.848023], [-3.668444, 2.153782, -2.916706], [-6.713253, 2.815701, -1.961679], [-5.097531, 2.742436, -0.905930], [-8.343561, 0.390984, -0.047405], [-7.012645, -0.364849, 1.064121], [-7.509839, 1.901919, 2.108882], [-6.035774, 2.442074, 1.046537], [-7.866793, 2.728913, 0.395174], [-4.150516, -0.578257, -2.210540], [-3.140730, -3.704091, -0.740954], [-4.159651, -4.508551, 1.389373], [-1.603498, -0.188148, -2.108340], [-0.355409, -1.545955, -1.464488], [-1.355965, -3.457933, -2.850092], [-3.214009, -1.234563, -3.709606], [-1.592482, -0.286281, 2.893971], [0.421962, -0.060588, -0.068965], [3.720831, 5.950246, 2.498703], [3.502319, 4.464751, 2.772489], [2.141798, 3.997883, 2.490727], [1.874953, 2.651086, 3.006330], [2.664734, 1.494653, 2.401194], [1.630101, 4.261116, 1.145256], [2.415354, 3.690654, -0.031434], [3.009240, 6.565758, 3.058779], [4.730673, 6.239541, 2.808586], [3.628111, 6.188512, 1.435024], [3.716022, 4.305920, 3.836994], [4.250812, 3.890057, 2.213950], [0.803605, 2.432171, 2.913664], [2.062951, 2.659925, 4.088020], [2.295595, 1.230679, 1.408643], [2.549803, 0.603121, 3.028473], [3.734709, 1.707609, 2.333666], [1.557808, 5.346815, 1.009566], [0.589964, 3.914975, 1.073333], [3.495759, 3.823810, 0.076433], [2.117235, 4.200998, -0.954657], [2.208371, 2.628879, -0.178490], [5.152932, -4.922672, -2.084427], [5.031755, -4.077494, -0.819362], [4.463822, -2.744719, -1.041939], [4.601659, -1.857184, 0.117454], [3.851519, -2.237478, 1.390226], [3.163242, -2.696068, -1.710924], [2.002834, -3.433188, -1.050048], [5.741289, -4.407564, -2.850848], [5.657678, -5.866576, -1.852530], [4.174473, -5.173700, -2.504411], [6.046471, -3.965465, -0.417036], [4.459651, -4.641289, -0.072828], [4.314171, -0.837630, -0.169180], [5.669418, -1.784915, 0.362698], [2.783852, -2.027299, 1.306461], [4.226128, -1.640617, 2.229835], [3.983378, -3.289448, 1.656177], [3.282090, -3.092818, -2.726230], [2.869583, -1.649176, -1.867925], [2.285703, -4.423373, -0.681047], [1.196350, -3.577742, -1.778302], [1.579753, -2.860902, -0.222204]], "atomic_forces_ev_per_a": [[-0.238, -0.230, 0.513], [-0.070, 0.290, 0.361], [-1.638, -0.370, -0.227], [-1.417, 1.469, 0.577], [-0.387, -0.862, 0.648], [1.394, 0.011, -0.692], [3.331, -0.521, 1.497], [-1.044, -1.515, -0.076], [0.716, -0.872, 0.048], [-2.258, 0.831, -0.501], [-0.284, 0.021, -0.551], [-2.327, 0.642, -2.372], [4.405, -0.061, 4.475], [1.683, -3.942, 0.937], [-2.798, 5.006, 0.838], [2.477, 2.284, -3.150], [-1.883, -1.504, -0.757], [2.923, -1.644, 1.043], [0.368, 2.223, 1.229], [0.994, -1.719, 1.093], [-2.318, 0.194, -0.739], [2.355, -1.159, 0.354], [-0.930, -0.529, -2.002], [2.379, 0.106, 0.846], [-0.019, 1.716, -1.482], [0.595, 0.530, -2.153], [-2.293, -0.840, -0.236], [1.763, -1.330, 1.371], [0.107, 0.665, -1.515], [-0.933, 2.634, 0.125], [0.210, 1.596, -0.463], [0.182, -2.546, 0.624], [-2.435, 0.414, -0.519], [-1.320, 2.344, -0.062], [0.042, -0.957, -0.063], [-0.576, -1.916, -0.446], [-0.877, -0.393, 1.556], [-0.058, 0.030, -0.100], [-0.260, 0.078, -0.098], [-0.171, -0.097, 0.221], [-0.016, 0.153, 0.221], [0.028, -0.337, -0.073], [-0.025, 0.323, 0.094], [0.005, -0.115, -0.402], [0.023, -0.118, -0.108], [-0.111, -0.082, -0.034], [-0.019, 0.006, 0.107], [-0.205, -0.220, -0.131], [0.170, -0.021, -0.024], [0.124, 0.182, -0.156], [0.080, 0.180, -0.108], [0.101, 0.008, 0.104], [-0.013, 0.100, -0.109], [-0.059, 0.035, 0.008], [0.112, -0.071, 0.138], [0.227, -0.080, 0.263], [-0.091, -0.019, 0.039], [0.030, -0.049, 0.109], [0.144, 0.067, 0.033], [-0.112, 0.020, -0.073], [-0.134, 0.163, -0.165], [0.271, 0.343, 0.068], [0.255, -0.097, -0.106], [-0.194, 0.155, 0.276], [0.023, -0.330, -0.350], [-0.180, 0.180, 0.079], [-0.123, 0.005, 0.092], [-0.065, 0.121, 0.023], [0.105, 0.047, 0.016], [-0.186, 0.244, 0.085], [-0.008, -0.136, 0.068], [-0.077, -0.181, -0.157], [-0.025, -0.155, -0.147], [0.027, -0.152, 0.044], [-0.009, -0.046, -0.085], [-0.032, 0.076, -0.065], [0.188, 0.003, 0.093], [0.280, -0.045, 0.188], [0.005, 0.089, -0.028], [0.066, 0.008, 0.089], [0.027, -0.329, -0.070]], "molar_mass_da": 516.46, "spin_multiplicity": 1, "total_charge": -1, "homo_lumo_gap_ev": 6.14, "largest_force_ev_per_a": 6.280}